1) The following is a DFT calculation (the ωB97M-V functional and the def2-TZVPD basis) of one molecule with the formula C2H3BrN2S.

The geometry in ORCA input format:
```
! RIJCOSX wB97M-V def2-TZVPD def2/J DEFGRID3
* xyz 0 1
Br -1.431 1.410 -1.800
C -0.114 0.848 -0.064
N 1.045 0.223 -0.592
C 1.076 -0.994 -0.270
S -0.136 -1.628 0.756
N -0.686 -0.091 0.814
H -0.054 1.898 0.347
H 1.932 -1.727 -0.574
H -1.632 0.062 1.382
*
```

Output
Structure (SMILES) = Br[C@@H]1N=CSN1
LUMO = 0.13 eV
HOMO = -8.524 eV

=====

2) The following is a DFT calculation (the ωB97M-V functional and the def2-TZVPD basis) of one molecule with the formula C2H3BrN2S.

The geometry in ORCA input format:
```
! RIJCOSX wB97M-V def2-TZVPD def2/J DEFGRID3
* xyz 0 1
Br 2.626 -0.321 -0.149
N 0.625 -0.094 0.862
C -0.298 -1.059 0.035
C -1.037 -0.285 -0.777
S -1.099 1.374 -0.345
N 0.113 1.074 0.839
H 0.288 -2.040 -0.191
H -1.635 -0.606 -1.599
H 0.417 1.956 1.325
*
```

Output
Structure (SMILES) = BrN1C=CSN1
LUMO (alpha / beta) = -0.37 / -0.37 eV
HOMO (alpha / beta) = -7.840 / -7.843 eV

=====

Most stable of them? 1).

=====

1) The following is a DFT calculation (the ωB97M-V functional and the def2-TZVPD basis) of one molecule with the formula C4H9N3O.

The geometry in ORCA input format:
```
! RIJCOSX wB97M-V def2-TZVPD def2/J DEFGRID3
* xyz 0 1
N -1.670 0.393 1.014
C -1.551 -0.306 -0.384
C -0.053 -0.150 -0.814
C 0.812 -1.074 0.036
C 2.063 -0.130 0.178
O 3.223 -0.218 0.444
N 1.565 1.150 -0.066
N 0.351 1.189 -0.466
H -2.033 -0.533 1.587
H -2.546 1.232 1.296
H -1.894 -1.398 -0.622
H -2.184 0.149 -1.302
H 0.288 -0.412 -1.885
H 0.281 -1.304 1.004
H 1.211 -2.018 -0.204
H 2.302 2.067 -0.149
H -0.165 1.362 0.334
*
```

Output
Structure (SMILES) = NC[C@@H]1CC(=O)NN1
LUMO = 0.57 eV
HOMO = -7.999 eV

=====

2) The following is a DFT calculation (the ωB97M-V functional and the def2-TZVPD basis) of C4H9N3O as an isolated structure.

The geometry in ORCA input format:
```
! RIJCOSX wB97M-V def2-TZVPD def2/J DEFGRID3
* xyz 0 1
C 0.706 -1.215 0.956
C -0.624 1.649 1.641
C -0.472 1.210 0.242
C -0.253 -0.495 -1.502
N 1.057 -0.459 -1.891
O -0.350 -0.576 0.247
N -0.439 1.527 -0.908
N -1.204 -1.055 -2.073
H 1.212 -0.963 -2.754
H 1.480 0.457 -1.869
H -2.033 -1.187 -1.508
H 0.497 -1.147 2.027
H 1.672 -0.751 0.735
H 0.742 -2.269 0.672
H -1.457 1.120 2.109
H -0.813 2.722 1.660
H 0.279 1.432 2.216
*
```

Output
LUMO = 0.87 eV
HOMO = -8.780 eV

=====

Most stable of them? 2).

=====

1) The following is a DFT calculation (the ωB97M-V functional and the def2-TZVPD basis) of a 2-piece molecular cluster, C4H9N3O overall.

The geometry in ORCA input format:
```
! RIJCOSX wB97M-V def2-TZVPD def2/J DEFGRID3
* xyz 0 1
H -1.014 -3.028 -0.457
N -0.011 -2.883 -0.364
C 0.327 -1.873 0.321
N -0.468 -1.034 1.081
C -1.906 -1.063 1.141
O 0.125 -0.316 2.124
H 1.376 -1.783 0.590
H -2.265 -1.660 1.985
H -2.298 -1.458 0.205
H -2.263 -0.039 1.255
H 0.388 0.546 1.739
C 1.514 2.640 -2.001
C 1.022 1.872 -0.891
N 0.555 1.561 0.115
H 1.243 2.145 -2.934
H 2.597 2.737 -1.926
H 1.078 3.638 -1.983
*
```

Output
Structure (SMILES) = [H]/N=C\N(C)O.CC#N
LUMO = 0.46 eV
HOMO = -8.233 eV

=====

2) The following is a DFT calculation (the ωB97M-V functional and the def2-TZVPD basis) of one molecule with the formula C4H9N3O.

The geometry in ORCA input format:
```
! RIJCOSX wB97M-V def2-TZVPD def2/J DEFGRID3
* xyz 0 1
C -0.009 -2.419 -0.206
C 0.138 -1.365 -1.009
N 0.236 -0.022 -0.614
C 0.250 0.420 0.679
N 0.279 -0.304 1.788
O 0.160 0.541 2.934
N 0.145 0.888 -1.642
C -0.910 1.772 -1.916
H -0.343 -3.357 -0.708
H 0.001 -2.376 0.862
H 0.357 -1.551 -2.069
H 0.177 1.466 0.808
H -0.165 -0.084 3.602
H 0.975 1.315 -1.815
H -1.726 1.216 -2.413
H -0.551 2.452 -2.671
H -1.432 2.215 -1.093
*
```

Output
Structure (SMILES) = C=CN(/C=N/O)NC
LUMO = 0.92 eV
HOMO = -8.160 eV

=====

3) The following is a DFT calculation (the ωB97M-V functional and the def2-TZVPD basis) of one molecule with the formula C4H9N3O.

The geometry in ORCA input format:
```
! RIJCOSX wB97M-V def2-TZVPD def2/J DEFGRID3
* xyz 0 1
H -2.216 1.425 -0.717
N -1.889 1.614 0.228
C -0.780 1.013 0.458
C 0.006 0.840 1.632
N 0.637 -0.371 1.450
O 2.028 -0.202 1.760
N -0.188 -0.100 -0.345
C -1.031 -1.227 -0.732
C 0.925 0.215 -1.228
H 0.180 1.531 2.447
H 2.324 -1.109 1.943
H -1.884 -1.326 -0.061
H -0.444 -2.145 -0.673
H -1.389 -1.096 -1.756
H 1.222 -0.609 -1.881
H 1.823 0.473 -0.668
H 0.676 1.074 -1.857
*
```

Output
Structure (SMILES) = [H]/N=C(/C=N/O)N(C)C
LUMO (alpha / beta) = 0.14 / 0.13 eV
HOMO (alpha / beta) = -7.448 / -7.449 eV

=====

4) The following is a DFT calculation (the ωB97M-V functional and the def2-TZVPD basis) of a 2-piece molecular cluster, C4H9N3O overall.

The geometry in ORCA input format:
```
! RIJCOSX wB97M-V def2-TZVPD def2/J DEFGRID3
* xyz 0 1
N 1.519 1.796 0.610
C 2.511 1.144 0.804
N 3.508 0.674 1.315
O 4.668 0.237 0.673
H 0.589 1.432 0.408
H 5.252 -0.011 1.403
C -2.082 0.962 0.395
N -0.964 0.539 0.022
C -0.759 -0.684 -0.698
C -1.980 -1.536 -1.029
H -2.108 1.901 0.931
H -3.039 0.469 0.226
H -0.047 -1.263 -0.098
H -0.236 -0.400 -1.618
H -2.490 -1.853 -0.121
H -1.661 -2.422 -1.570
H -2.679 -0.985 -1.654
*
```

Output
Structure (SMILES) = N=C=NO.C=NCC
LUMO = 0.81 eV
HOMO = -8.669 eV

=====

Most stable of them? 1).

=====

1) The following is a DFT calculation (the ωB97M-V functional and the def2-TZVPD basis) of one molecule with the formula C4H9N3O.

The geometry in ORCA input format:
```
! RIJCOSX wB97M-V def2-TZVPD def2/J DEFGRID3
* xyz 0 1
C 0.487 -0.815 1.121
C 1.062 0.450 0.847
C -0.389 1.063 -0.181
N 0.212 1.683 -1.313
N 0.987 -1.997 0.733
C -1.021 -0.399 -0.846
N -2.208 -0.716 -0.598
O -1.257 1.636 0.510
H -0.411 -0.848 1.725
H 0.649 2.566 -1.073
H -0.310 1.663 -2.178
H 0.374 -2.800 0.715
H 1.742 -2.009 0.060
H -2.571 -0.094 0.142
H 1.968 0.425 0.248
H 1.128 1.139 1.681
H -0.443 -0.947 -1.594
*
```

Output
LUMO (alpha / beta) = 0.03 / 0.03 eV
HOMO (alpha / beta) = -7.938 / -7.938 eV

=====

2) The following is a DFT calculation (the ωB97M-V functional and the def2-TZVPD basis) of a 2-piece molecular cluster, C4H9N3O overall.

The geometry in ORCA input format:
```
! RIJCOSX wB97M-V def2-TZVPD def2/J DEFGRID3
* xyz 0 1
C -1.084 1.251 -1.639
C -1.229 0.858 -0.191
C -0.587 -0.757 1.457
N -0.856 -0.464 0.158
O -1.751 1.584 0.632
H -0.079 1.634 -1.824
H -1.226 0.398 -2.298
H -1.804 2.039 -1.849
H -0.692 0.064 2.168
H -0.970 -1.723 1.785
N 1.962 -0.995 0.950
C 1.683 -0.378 -0.188
N 0.749 -0.861 -1.001
H 2.585 -0.445 1.543
H 0.680 -0.991 1.496
H 0.577 -1.843 -0.797
H 2.042 0.630 -0.402
*
```

Output
LUMO = -0.60 eV
HOMO = -9.562 eV

=====

3) The following is a DFT calculation (the ωB97M-V functional and the def2-TZVPD basis) of one molecule with the formula C4H9N3O.

The geometry in ORCA input format:
```
! RIJCOSX wB97M-V def2-TZVPD def2/J DEFGRID3
* xyz 0 1
C -2.006 0.686 0.430
N -0.843 0.773 -0.424
C 0.409 0.727 0.065
C 1.110 1.829 0.775
C 0.872 -0.569 -0.126
O 2.184 -0.929 -0.215
N -0.214 -1.324 -0.431
N -0.012 -2.314 -1.336
H -2.364 1.705 0.611
H -2.768 0.138 -0.129
H -1.843 0.166 1.380
H 0.726 2.804 0.473
H 2.172 1.816 0.527
H 1.004 1.713 1.857
H 2.272 -1.887 -0.136
H -0.335 -2.116 -2.279
H -0.363 -3.217 -1.042
*
```

Output
Structure (SMILES) = C/N=C(C)/C(O)=N/N
LUMO (alpha / beta) = -0.24 / 0.34 eV
HOMO (alpha / beta) = -7.490 / -7.251 eV

=====

4) The following is a DFT calculation (the ωB97M-V functional and the def2-TZVPD basis) of one molecule with the formula C4H9N3O.

The geometry in ORCA input format:
```
! RIJCOSX wB97M-V def2-TZVPD def2/J DEFGRID3
* xyz 0 1
H -1.631 2.185 -0.396
N -2.323 1.476 -0.158
C -1.824 0.315 -0.047
C -2.686 -0.857 0.319
N -0.474 -0.037 -0.229
C 0.501 0.774 -0.545
O 0.815 1.911 -0.725
N 1.706 -0.415 -0.501
C 2.761 -0.140 0.480
H -2.329 -1.313 1.245
H -3.713 -0.528 0.449
H -2.643 -1.616 -0.465
H 0.698 -1.016 -0.197
H 2.089 -0.544 -1.434
H 3.531 -0.913 0.453
H 3.208 0.835 0.278
H 2.313 -0.118 1.473
*
```

Output
Structure (SMILES) = [H]/N=C(C)\N=C(/[O-])[NH2+]C
LUMO = 0.58 eV
HOMO = -9.365 eV

=====

Most stable of them? 4).